Entry 1
Molecular formula: C3H11NO3
Method: DFT, ωB97M-V with the def2-TZVPD basis set

Geometry as XYZ:
```
18
Properties=species:S:1:pos:R:3
C -0.65981 0.97263 1.16744
N -0.91523 -0.40391 0.62111
C -2.04472 -1.04365 1.22659
C -3.16337 -1.27560 0.15749
O 0.36888 1.67881 0.96579
H -1.51811 1.49733 1.58649
H -0.11213 -0.79219 0.01737
H -2.29745 -0.63581 2.18775
H -1.71371 -2.07937 1.54055
H -4.16771 -1.29204 0.56487
H -2.82275 -2.12905 -0.41302
H -3.23303 -0.22640 -0.25272
H 1.40144 0.67248 0.40314
H 2.75249 -0.00532 0.57661
O 2.09289 0.02416 -0.09569
H 2.64990 0.51371 -2.71446
H 3.36011 -0.68608 -3.39990
O 3.45260 0.30575 -3.33929
```

Summary:
HOMO-LUMO gap: 10.74 eV
E_HOMO: -0.37227 hartree
M: 109.12 g mol⁻¹
lowest unoccupied orbital energy: 0.607 eV

How is the electron density shared among the atoms? According to Mulliken, the charges in e are: C 0.053; N -0.096; C -0.677; C -0.945; O -0.594; H 0.386; H 0.265; H 0.506; H 0.287; H 0.323; H 0.318; H 0.240; H 0.383; H 0.276; O -0.714; H 0.334; H 0.317; O -0.662

=====

Entry 2
Molecular formula: C3H11NO3
Method: DFT, ωB97M-V with the def2-TZVPD basis set

Geometry as XYZ:
```
18
Properties=species:S:1:pos:R:3
C 1.69269 -0.39119 2.33064
C 1.63674 -0.24464 0.82109
C 0.32450 -0.37406 0.24440
N -0.34550 -1.47590 0.68186
O -0.21526 0.31582 -0.61686
H 2.57710 0.09705 2.62759
H 0.88819 0.15215 2.87083
H 1.66883 -1.36334 2.84102
H 2.44092 -0.96501 0.27402
H 2.16708 0.76410 0.64710
H -0.14020 -1.91434 1.46867
H -1.44461 -1.47111 0.43875
H -1.24758 3.35064 -2.21361
H -2.19067 4.26320 -1.10291
O -1.67723 4.14633 -1.94342
H -1.52750 -1.86244 -3.71789
H -2.27872 -1.15401 -2.54673
O -2.32879 -1.87326 -3.10455
```

Summary:
HOMO-LUMO gap: 10.79 eV
E_HOMO: -0.37264 hartree
M: 109.12 g mol⁻¹
lowest unoccupied orbital energy: 0.647 eV

How is the electron density shared among the atoms? According to Mulliken, the charges in e are: C -1.220; C -0.173; C 0.432; N -0.401; O -0.635; H 0.363; H 0.345; H 0.348; H 0.224; H 0.258; H 0.209; H 0.253; H 0.328; H 0.325; O -0.652; H 0.326; H 0.310; O -0.640

=====

Tell me which of them is the least stable. Sure, it is entry 1.

=====

Entry 1
Molecular formula: C3H11NO3
Method: DFT, ωB97M-V with the def2-TZVPD basis set

Geometry as XYZ:
```
18
Properties=species:S:1:pos:R:3
C -0.16044 1.66433 -2.03281
C -0.36482 0.91138 -0.75499
N -0.14547 -0.42982 -0.72365
C 0.32802 -1.27845 -1.79476
O -0.63229 1.48602 0.28587
H -0.06181 1.01546 -2.90840
H -0.93300 2.40094 -2.15350
H 0.83762 2.12609 -2.11166
H 0.06245 -0.79951 0.19441
H 1.41985 -1.19359 -1.87687
H -0.07018 -0.99929 -2.76312
H 0.10892 -2.32592 -1.62959
H 0.37479 -2.91445 1.38320
H 0.64757 -1.55885 1.97083
O 1.05533 -2.22814 1.40376
H -0.42351 1.32486 2.64729
H -0.87053 0.04172 2.11910
O -0.27392 0.38258 2.79678
```

Summary:
HOMO-LUMO gap: 10.33 eV
E_HOMO: -0.35478 hartree
M: 109.12 g mol⁻¹
lowest unoccupied orbital energy: 0.680 eV

How is the electron density shared among the atoms? According to Mulliken, the charges in e are: C -1.049; C 0.715; N -0.013; C -0.897; O -0.618; H 0.289; H 0.307; H 0.270; H 0.055; H 0.322; H 0.358; H 0.274; H 0.338; H 0.336; O -0.677; H 0.332; H 0.323; O -0.665

=====

Entry 2
Molecular formula: C3H11NO3
Method: DFT, ωB97M-V with the def2-TZVPD basis set

Geometry as XYZ:
```
18
Properties=species:S:1:pos:R:3
C 1.53813 -0.38592 1.00634
C 0.54709 0.40996 0.14601
C -0.08493 1.62111 0.84623
O 0.50311 2.54776 1.30745
N 0.82205 -1.40732 1.80919
H 2.06836 0.29463 1.68511
H 2.37842 -0.70001 0.37905
H -0.30116 -0.23613 -0.05362
H 1.11076 0.79024 -0.70543
H -1.19345 1.57179 0.82876
H 1.56552 -1.81779 2.36982
H 0.56296 -2.11250 1.11952
H 0.38392 1.11108 -4.45955
H 0.21376 -0.03364 -5.38450
O -0.09960 0.86876 -5.25463
H -2.53592 -3.55685 1.20118
H -2.33697 -2.16669 1.71733
O -2.81132 -2.64579 1.00300
```

Summary:
HOMO-LUMO gap: 10.22 eV
E_HOMO: -0.35848 hartree
M: 109.12 g mol⁻¹
lowest unoccupied orbital energy: 0.469 eV

How is the electron density shared among the atoms? According to Mulliken, the charges in e are: C -0.607; C -0.284; C -0.053; O -0.456; N -0.595; H 0.381; H 0.294; H 0.273; H 0.274; H 0.293; H 0.243; H 0.243; H 0.314; H 0.318; O -0.632; H 0.316; H 0.329; O -0.653

=====

Entry 3
Molecular formula: C3H11NO3
Method: DFT, ωB97M-V with the def2-TZVPD basis set

Geometry as XYZ:
```
18
Properties=species:S:1:pos:R:3
C -1.94540 1.59337 -0.83995
C -1.44279 0.56150 -0.15269
C -4.08487 0.64172 -1.08332
N -3.37373 1.68460 -1.13727
H -1.49582 2.56644 -0.91942
H -1.94960 -0.37125 0.01418
H -0.45206 0.57608 0.30308
H -3.71241 -0.39151 -1.01033
H -5.19314 0.75741 -1.14134
H 3.55009 1.52774 0.90067
H 3.07235 1.70802 -0.44329
O 3.58727 2.19851 0.20764
H 1.62851 -0.23995 1.27813
H 2.29402 -1.44207 0.60015
O 2.30583 -0.47213 0.64213
H 1.85731 -3.67038 0.34230
H 3.06460 -3.88281 1.30408
O 2.28982 -3.34529 1.13526
```

Summary:
HOMO-LUMO gap: 9.77 eV
E_HOMO: -0.34892 hartree
M: 109.12 g mol⁻¹
lowest unoccupied orbital energy: 0.278 eV

How is the electron density shared among the atoms? According to Mulliken, the charges in e are: C 0.172; C -0.536; C -0.172; N -0.428; H 0.378; H 0.114; H 0.031; H 0.189; H 0.251; H 0.330; H 0.318; O -0.633; H 0.315; H 0.337; O -0.644; H 0.331; H 0.320; O -0.671

=====

Entry 4
Molecular formula: C3H11NO3
Method: DFT, ωB97M-V with the def2-TZVPD basis set

Geometry as XYZ:
```
18
Properties=species:S:1:pos:R:3
C 0.56029 1.11635 -1.09070
C 1.36028 1.29955 0.16338
N 0.40512 -1.60606 -0.62036
O 0.54759 -0.54910 -1.55044
O 1.14352 1.39032 -2.25241
H 1.38529 0.31215 -2.41496
H -0.50260 1.37392 -1.02898
H -0.25636 -2.26172 -1.03429
H 1.31004 -2.06484 -0.55079
H 2.35160 0.86147 0.04881
H 1.48227 2.37261 0.33133
H 0.85404 0.85563 1.01960
C -2.10900 -0.40658 1.56678
O -0.74613 -0.65658 1.84551
H -0.34070 -1.04220 1.04554
H -2.23960 0.23555 0.68642
H -2.53311 0.10340 2.43207
H -2.67255 -1.33389 1.40349
```

Summary:
HOMO-LUMO gap: 10.76 eV
E_HOMO: -0.36692 hartree
M: 109.12 g mol⁻¹
lowest unoccupied orbital energy: 0.773 eV

How is the electron density shared among the atoms? According to Mulliken, the charges in e are: C 0.360; C -0.950; N -0.527; O -0.403; O -0.554; H 0.433; H 0.254; H 0.223; H 0.213; H 0.237; H 0.327; H 0.305; C -0.527; O -0.506; H 0.438; H 0.191; H 0.233; H 0.255

=====

Tell me which of them is the least stable. Sure, it is entry 4.

=====

Entry 1
Molecular formula: C3H11NO3
Method: DFT, ωB97M-V with the def2-TZVPD basis set

Geometry as XYZ:
```
18
Properties=species:S:1:pos:R:3
C -0.35998 -1.15175 0.75107
C 0.47336 -1.37915 -0.52280
O 1.51355 -0.37354 -0.66140
N -0.70012 0.24070 0.98210
C -0.35911 0.80291 2.25490
O 1.03825 1.05011 2.46729
H 0.17002 -1.58834 1.58936
H -1.26672 -1.75925 0.62793
H 1.00617 -2.33153 -0.49109
H -0.17586 -1.24405 -1.38358
H 2.21545 -0.65480 -0.06528
H -0.43981 0.83347 0.20884
H -0.66141 0.10233 3.02117
H -0.90482 1.73616 2.36478
H 1.52012 0.83968 1.65871
H -0.94018 0.90549 -4.57412
H -1.45472 2.17057 -3.88481
O -0.67419 1.80098 -4.34306
```

Summary:
HOMO-LUMO gap: 9.81 eV
E_HOMO: -0.33679 hartree
M: 109.12 g mol⁻¹
lowest unoccupied orbital energy: 0.646 eV

How is the electron density shared among the atoms? According to Mulliken, the charges in e are: C -0.460; C -0.486; O -0.539; N -0.294; C -0.409; O -0.515; H 0.306; H 0.272; H 0.345; H 0.270; H 0.307; H 0.265; H 0.335; H 0.281; H 0.323; H 0.315; H 0.322; O -0.638

=====

Entry 2
Molecular formula: C3H11NO3
Method: DFT, ωB97M-V with the def2-TZVPD basis set

Geometry as XYZ:
```
18
Properties=species:S:1:pos:R:3
C 0.85483 -0.84066 -1.15975
C 1.52650 -1.97499 -0.92488
C 1.08041 0.22538 0.84708
N 0.82386 0.34676 -0.38543
H 0.07651 -0.96413 -1.90674
H 1.90071 -2.25804 0.04745
H 1.65753 -2.67279 -1.73401
H 1.43754 1.10166 1.37883
H 0.87762 -0.68971 1.40032
H 0.24823 2.42168 -0.72392
H 0.48519 3.80391 -1.26210
O 0.75624 3.22955 -0.53532
H -1.39255 -0.77371 -0.49517
H -2.68467 -0.36484 -1.22347
O -2.25901 -1.09743 -0.77163
H -2.25082 0.58116 2.96919
H -1.71446 -0.36895 1.91813
O -1.42367 0.29515 2.56142
```

Summary:
HOMO-LUMO gap: 9.42 eV
E_HOMO: -0.33681 hartree
M: 109.12 g mol⁻¹
lowest unoccupied orbital energy: 0.251 eV

How is the electron density shared among the atoms? According to Mulliken, the charges in e are: C -0.243; C -0.623; C -0.421; N -0.220; H 0.442; H 0.213; H 0.245; H 0.325; H 0.263; H 0.327; H 0.306; O -0.619; H 0.309; H 0.323; O -0.634; H 0.293; H 0.326; O -0.613

=====

Tell me which of them is the least stable. Sure, it is entry 2.

=====

Entry 1
Molecular formula: C3H11NO3
Method: DFT, ωB97M-V with the def2-TZVPD basis set

Geometry as XYZ:
```
18
Properties=species:S:1:pos:R:3
C 0.58616 1.29292 -0.73504
C 1.47051 0.15108 -0.36751
N 1.41662 -0.21226 0.95355
C 0.42516 0.12841 1.92129
O 2.20706 -0.40933 -1.13508
H 0.91366 1.68035 -1.69945
H -0.44481 0.95447 -0.83808
H 0.66920 2.11372 -0.02515
H 2.23105 -0.69034 1.30294
H 0.58044 -0.41687 2.85058
H -0.59318 -0.00936 1.55954
H 0.40196 1.15854 2.33065
H -3.00061 1.40804 -1.44176
H -3.08732 1.48885 0.05869
O -2.90973 0.85295 -0.63676
H -1.82697 -1.05541 -0.42418
H -2.13756 -2.52056 -0.40233
O -1.62447 -1.85833 0.03519
```

Summary:
HOMO-LUMO gap: 9.51 eV
E_HOMO: -0.33699 hartree
M: 109.12 g mol⁻¹
lowest unoccupied orbital energy: 0.340 eV

How is the electron density shared among the atoms? According to Mulliken, the charges in e are: C -0.719; C 0.608; N -0.137; C -0.820; O -0.627; H 0.298; H 0.040; H 0.339; H 0.244; H 0.330; H 0.212; H 0.301; H 0.316; H 0.301; O -0.632; H 0.271; H 0.287; O -0.614

=====

Entry 2
Molecular formula: C3H11NO3
Method: DFT, ωB97M-V with the def2-TZVPD basis set

Geometry as XYZ:
```
18
Properties=species:S:1:pos:R:3
C 1.01275 -1.45267 -0.60966
N 1.18145 -0.50417 -1.72878
C 0.53029 0.75121 -1.63656
C 1.35531 1.82881 -0.94597
O 1.03738 2.97631 -0.85354
H 0.41186 -2.34497 -0.71948
H 2.03544 -1.86268 -0.49181
H 0.77974 -0.87419 0.27695
H 1.45477 -0.94339 -2.58861
H -0.38858 0.67070 -1.00313
H -0.05821 0.99266 -2.53851
H 2.33939 1.40897 -0.60558
H -0.79814 1.80683 4.74707
H -0.40532 2.10480 3.15223
O -0.79181 2.41378 3.99561
H -3.39700 -1.64703 0.93622
H -2.84005 -2.75460 -0.06168
O -3.45928 -2.57037 0.67523
```

Summary:
HOMO-LUMO gap: 9.24 eV
E_HOMO: -0.33043 hartree
M: 109.12 g mol⁻¹
lowest unoccupied orbital energy: 0.248 eV

How is the electron density shared among the atoms? According to Mulliken, the charges in e are: C -0.873; N -0.239; C -0.554; C 0.090; O -0.478; H 0.263; H 0.306; H 0.321; H 0.188; H 0.207; H 0.446; H 0.325; H 0.325; H 0.320; O -0.646; H 0.319; H 0.321; O -0.642

=====

Entry 3
Molecular formula: C3H11NO3
Method: DFT, ωB97M-V with the def2-TZVPD basis set

Geometry as XYZ:
```
18
Properties=species:S:1:pos:R:3
C 0.85050 -1.22938 -0.02935
O 1.93006 -0.95028 0.82378
C -0.37083 -0.26597 0.04505
C -1.74645 -0.80209 -0.49648
O -2.56437 0.36838 -0.57977
N -0.53097 0.02232 1.48956
H 1.17678 -1.28151 -1.11102
H 0.63443 -2.33388 0.20395
H 2.52960 -0.33851 0.37831
H -0.15539 0.67498 -0.48799
H -2.11903 -1.51979 0.22468
H -1.53994 -1.18603 -1.47080
H -2.29010 0.74976 -1.41949
H 0.27183 0.43055 1.97189
H -1.21414 0.79862 1.38694
H 1.75340 2.38645 0.46830
H 1.30187 2.26766 -0.97877
O 2.08274 2.20871 -0.41880
```

Summary:
HOMO-LUMO gap: 9.81 eV
E_HOMO: -0.34752 hartree
M: 109.12 g mol⁻¹
lowest unoccupied orbital energy: 0.357 eV

How is the electron density shared among the atoms? According to Mulliken, the charges in e are: C -0.705; O -0.519; C 1.010; C -0.717; O -0.531; N -0.784; H 0.322; H 0.277; H 0.325; H -0.197; H 0.402; H 0.314; H 0.315; H 0.252; H 0.246; H 0.320; H 0.303; O -0.633

=====

Entry 4
Molecular formula: C3H11NO3
Method: DFT, ωB97M-V with the def2-TZVPD basis set

Geometry as XYZ:
```
18
Properties=species:S:1:pos:R:3
C -0.56671 -0.63805 -1.76065
C 0.54780 0.30442 -2.55896
N 1.82394 0.22169 -2.13399
C 2.32134 -0.51322 -1.03035
O 0.25279 0.47407 -3.75894
H -1.46210 -0.53414 -2.32834
H -0.16810 -1.68590 -1.77746
H -0.69778 -0.31480 -0.71698
H 2.63694 0.27656 -2.71233
H 2.82308 0.19427 -0.42286
H 2.97819 -1.37128 -1.34162
H 1.57671 -0.97637 -0.37414
H -4.52119 3.78913 2.92015
H -3.89736 4.25951 1.62864
O -3.72224 4.04761 2.53602
H 0.12427 -1.73396 4.31378
H 0.30815 -3.24362 4.69995
O -0.35774 -2.55591 4.81808
```

Summary:
HOMO-LUMO gap: 9.76 eV
E_HOMO: -0.34557 hartree
M: 109.12 g mol⁻¹
lowest unoccupied orbital energy: 0.357 eV

How is the electron density shared among the atoms? According to Mulliken, the charges in e are: C -1.006; C 0.591; N -0.186; C -0.884; O -0.601; H 0.286; H 0.291; H 0.345; H 0.247; H 0.324; H 0.268; H 0.324; H 0.310; H 0.318; O -0.628; H 0.334; H 0.321; O -0.654

=====

Tell me which of them is the least stable. Sure, it is entry 2.